(1)
C8H11ClF9GdOPr as an isolated structure at a distorted geometry, computed with the ωB97M-V functional and the def2-TZVPD basis.

Spin multiplicity: 10
Gap between HOMO and LUMO (spin up / spin down), eV: 6.125 / 6.329
Charge: -1

Geometry (Å):
H  -0.62978  -0.78150  -5.41046
C  1.12139  -0.26486  4.20459
H  -2.80451  -0.69738  0.86708
C  3.31255  -0.29465  2.75305
F  1.27895  -1.55275  4.56367
Gd  0.63907  0.22090  -3.11900
F  1.97990  1.66192  1.08230
F  0.14422  1.66353  2.25239
F  3.73564  -0.17872  1.46203
Pr  0.05024  -0.04020  0.25995
C  1.52180  1.43263  2.38664
O  1.21816  -0.93677  1.97871
F  2.05295  2.34801  3.20378
H  2.70435  1.80971  -4.10733
C  1.79095  -0.02021  2.83035
C  -0.65891  -1.20639  -4.38916
F  -0.22574  -0.05160  4.11583
H  -0.21866  -2.21488  -4.41392
C  -0.81960  1.36219  -1.68861
Cl  1.38745  -1.72380  -1.58588
H  3.50905  0.69099  -2.95271
H  -1.80925  -2.16448  1.00632
H  2.74730  2.21407  -2.35230
F  4.06234  0.54268  3.51247
H  -0.68340  2.43114  -1.37044
C  -1.84065  -1.08717  1.22605
H  -1.82125  -0.98461  2.32067
H  -1.91823  1.43540  -1.90752
F  1.59028  0.52545  5.20400
C  2.66794  1.39160  -3.07920
H  -1.70749  -1.27554  -4.06069
F  3.56864  -1.56096  3.12922



(2)
A 2-piece molecular cluster, C8H11ClN4O2 overall at a distorted geometry, computed with the ωB97M-V functional and the def2-TZVPD basis.

Gap between HOMO and LUMO (spin up / spin down), eV: 8.497 / 4.865
Charge: 0

Geometry (Å):
H  -1.74289  0.80020  2.56037
C  -1.99830  0.21840  1.74068
O  -1.34306  2.45973  -0.03954
N  1.05294  0.32276  -0.77526
H  2.43506  -0.52460  -2.11798
H  -0.03323  0.20858  3.26013
N  -2.40688  2.56256  -0.61053
O  -2.96783  3.56002  -1.01644
C  -1.40693  -1.15190  -0.14449
H  -2.76157  -1.66048  -1.58125
C  2.15833  0.44007  -1.75688
H  1.50778  1.11682  -2.48620
H  0.67466  1.12795  -0.45874
C  -3.35584  0.04270  1.35798
H  2.33505  -0.28274  0.91948
C  -2.70935  -1.25650  -0.52795
H  -0.71846  -1.71121  -0.78600
N  0.32292  -0.22033  1.42067
H  3.04094  1.01901  -1.47730
C  1.27627  -0.51374  0.44535
N  0.73818  0.13738  2.62264
H  1.22281  -1.64569  0.28963
Cl  -5.29408  -0.60451  -0.46370
C  -1.03199  -0.44999  1.03717
H  -4.22398  0.45628  1.85700
C  -3.71006  -0.64395  0.23025



(3)
C8H11F3N3NiO9P2S as an isolated structure, computed with the ωB97M-V functional and the def2-TZVPD basis.

Spin multiplicity: 3
Gap between HOMO and LUMO (spin up / spin down), eV: 7.659 / 7.648
Charge: -1

Geometry (Å):
N  -4.17711  -3.06508  -1.02253
C  -3.69843  -0.84731  -2.02209
H  -0.25257  -1.64494  -2.90368
C  3.93802  -1.06549  -1.07090
H  -4.64559  -0.44768  -1.65133
C  4.86272  -1.23825  -2.24678
H  1.65286  -0.54753  1.90285
F  6.15698  -1.31701  -1.83431
H  -2.98296  -0.03006  -2.08924
H  -3.82774  -1.25191  -3.02952
O  -0.93380  0.84880  -1.64384
H  4.06438  -0.94278  2.31090
C  2.52800  -0.89476  -1.26234
C  3.66921  -0.92576  1.30656
P  -3.08732  -1.33232  0.68676
H  5.54508  -1.23950  0.30993
F  4.82385  -0.21403  -3.11031
O  -2.00707  -4.17414  -1.75405
C  4.48089  -1.09345  0.19049
O  -0.04566  1.66049  0.12868
H  -4.52704  -3.18421  -0.06951
P  -1.57871  -2.74717  -1.59521
N  -0.63524  1.88951  -0.97358
O  -0.56193  -2.39868  -0.51813
O  -2.02256  -0.26482  0.77835
O  -1.14712  -2.09191  -2.95453
N  1.77857  -0.69962  -0.13969
H  -3.59183  -3.89541  -1.32689
O  -0.88237  3.00177  -1.36185
O  -4.48338  -1.10071  1.11709
H  -4.96396  -2.88879  -1.63953
Ni  -0.24296  -0.39456  -0.15140
O  -2.56390  -2.69565  1.39382
H  -1.66186  -2.87746  1.06955
F  4.64034  -2.36836  -2.93709
C  -3.17622  -1.91395  -1.07409
S  1.81124  -0.86099  -2.79770
C  2.33399  -0.71863  1.07233



(4)
C8H11FNO9S2 as an isolated structure, computed with the ωB97M-V functional and the def2-TZVPD basis.

Gap between HOMO and LUMO, eV: 8.584
Charge: -1

Geometry (Å):
C  1.12289  3.84432  -2.50034
S  1.98369  -3.91434  2.25432
C  -1.71661  -1.39988  0.61906
C  -2.59687  0.57554  1.59240
C  1.97444  2.00941  -1.26179
O  2.44855  -3.49152  3.53671
C  -2.28007  1.61889  0.56685
O  -2.63488  0.72961  2.77564
S  -0.36991  -3.90194  0.80114
O  0.30640  -3.46460  -0.38856
H  -2.63739  -3.29944  0.75002
F  2.61497  -2.84661  1.25144
O  0.57588  2.15538  -0.97374
N  0.43975  -3.65832  2.15738
C  0.05361  3.21590  -1.62304
H  -1.19595  1.60661  0.47063
H  2.53995  2.46342  -0.44513
O  -0.92204  -0.88736  -0.09146
H  1.94529  2.07311  -3.41404
H  1.49239  4.73813  -1.99420
H  -2.58650  2.60475  0.90291
C  -1.75813  -2.79877  1.15891
O  -1.08474  3.55305  -1.46946
O  -2.85200  -0.70375  1.06510
H  2.20216  0.94777  -1.30105
O  -0.99938  -5.20030  0.74757
H  -2.69758  1.35948  -0.39928
O  2.43207  -5.16944  1.73610
H  0.70120  4.12779  -3.46077
C  2.17871  2.74195  -2.58482
H  3.19684  3.10258  -2.71586
H  -1.87674  -2.73141  2.23739



E / eV: -82404.1714; -31045.1924; -109988.6390; -52782.0653